{
  "formula": "CH3Cl2P",
  "method": "ωB97M-V with the def2-TZVPD basis set",
  "gap_ev": 10.6703,
  "largest_force_ev_per_a": 2.84,
  "energy_ev": -35419.146,
  "e_above_lowest_kj_mol": 134.1,
  "spin_multiplicity": 1,
  "smiles": "ClCPCl",
  "homo_energy_ev": -10.05,
  "elements": ["Cl", "H", "H", "P", "Cl", "C", "H"],
  "xyz": [[0.054, -0.511, -2.116], [-0.732, -1.447, -0.053], [0.998, 1.333, 0.184], [1.119, -0.010, 0.589], [0.143, 0.616, 2.241], [-0.400, -0.433, -0.382], [-1.181, 0.451, -0.464]],
  "nbo_charge": [-0.0640, 0.2393, -0.0394, 0.6313, -0.3093, -0.7142, 0.2564]
}